No. 1
90
Properties=species:S:1:pos:R:3 method="wB97M-V/def2-TZVPD" charge=+2 energy_ev=-70994.471 molar_mass_g_mol=757.00 e_above_lowest_kcal_mol=14.2 e_homo_ev="-13.41 / -13.61" spin_multiplicity=5 lumo_energy_ev="-6.111 / -9.078" homo_lumo_gap_ev="7.300 / 4.530" s2=6.04
Os 0.52296 1.55538 -1.33452
C -0.55082 -0.57679 -2.92157
C 0.55011 0.33973 -3.16860
C 1.08492 -1.10335 -1.38854
C -0.19400 -1.44890 -1.87169
C 1.63050 -0.04638 -2.22244
C -1.82391 -0.61506 -3.67390
H -2.17631 0.39180 -3.92999
H -2.60693 -1.10880 -3.08139
H -1.71332 -1.18534 -4.60668
C -0.95778 -2.62147 -1.36328
H -2.00258 -2.60333 -1.68365
H -0.91444 -2.66691 -0.26432
H -0.51225 -3.55713 -1.72615
C 1.81724 -1.79278 -0.30635
H 2.21668 -2.77023 -0.62439
H 1.15384 -1.97983 0.54828
H 2.65810 -1.19227 0.04826
C 3.03978 0.36073 -2.13829
H 3.40698 0.74809 -3.08919
H 3.62858 -0.48802 -1.78765
H 3.14153 1.13300 -1.37187
C 0.67305 1.15453 -4.40119
H 0.90745 0.50866 -5.26980
H 1.45434 1.90710 -4.31474
H -0.26700 1.68172 -4.61168
C -0.68352 2.64880 -0.15084
C -1.20074 2.58628 -1.49324
C -1.00352 3.73200 -2.43593
C 0.50908 4.06141 -2.65933
C 1.49395 3.03357 -2.14520
C 1.82127 2.98062 -0.72529
C 1.33129 4.09184 0.18096
C -0.17444 3.93727 0.44484
H -1.51498 4.65012 -2.07850
H 0.72765 5.03991 -2.19045
H -1.43701 3.45296 -3.40790
H -0.73474 4.77443 0.00200
H -1.01075 1.90784 0.59829
H -2.13957 2.01202 -1.58381
H -0.33265 3.92501 1.54030
H 1.89285 4.06456 1.12757
H 2.84185 2.69757 -0.46498
H 1.52559 5.08648 -0.25664
H 0.68809 4.13413 -3.75031
H 2.30912 2.78668 -2.82344
P -2.65487 0.32511 0.41143
C -3.47412 -1.29273 0.40899
H -4.44485 -1.17022 0.90225
H -2.84814 -2.02696 0.93255
H -3.59832 -1.60535 -0.63737
C -2.26191 0.64814 2.18244
H -3.03513 0.18487 2.81290
H -2.20888 1.73390 2.35341
H -1.26639 0.22914 2.41346
C -4.01902 1.49325 0.05845
H -3.64951 2.52702 0.11800
H -4.83440 1.31011 0.76886
H -4.34199 1.31133 -0.97710
P 2.05371 0.62474 3.04163
C 3.62331 0.89783 2.17211
H 4.30349 1.47313 2.81043
H 3.42865 1.45133 1.24508
H 4.07531 -0.06482 1.90892
C 1.64289 2.21193 3.80724
H 1.36525 2.92599 3.02290
H 2.50391 2.58676 4.37002
H 0.78476 2.07812 4.47467
C 2.27769 -0.63255 4.29177
H 3.05545 -0.32292 4.99987
H 2.53964 -1.58036 3.80651
H 1.31745 -0.77804 4.80596
C -2.33824 -9.05389 2.19797
C -1.86430 -7.63477 2.32466
C -0.64341 -7.35308 2.94292
C -0.16655 -6.03709 3.02053
C -0.94661 -4.99883 2.51232
C -2.18352 -5.26048 1.92853
C -2.63948 -6.57626 1.83479
S -0.31484 -3.27290 2.54848
O -1.36559 -2.45425 3.15462
O 0.97565 -3.33762 3.22177
O 0.99178 0.25470 2.04058
H -1.57931 -9.68496 1.72071
H -2.55411 -9.49152 3.18019
H -3.25103 -9.09927 1.59735
H -0.05364 -8.16862 3.36295
H 0.79562 -5.83137 3.47501
H -2.79975 -4.44514 1.54422
H -3.60735 -6.79367 1.37536

***

No. 2
115
Properties=species:S:1:pos:R:3 method="wB97M-V/def2-TZVPD" energy_ev=-445921.803 molar_mass_g_mol=1505.71 smiles="CCCCCCCCCCCCCCCCB(CCC(=O)O)[C@@H](Br)CC.ClC(Cl)Cl.ClC(Cl)Cl.ClC(Cl)Cl.ClC(Cl)Cl.ClC(Cl)Cl.ClC(Cl)Cl.ClC(Cl)Cl.ClC(Cl)Cl.ClC(Cl)Cl" e_homo_ev=-9.94 lumo_energy_ev=0.174 homo_lumo_gap_ev=10.109
C 2.26175 0.29343 6.37765
C 1.10148 -0.03892 7.42776
C -0.28478 0.69000 7.11276
C -0.79561 0.22760 5.64064
C -2.39974 0.05297 5.58144
C -2.78361 -0.19420 4.03648
C -3.91125 0.82836 3.50339
C -3.25678 2.29325 3.46970
C -2.89718 2.83265 2.00275
C -2.34368 1.71775 0.98685
C -3.37088 1.61051 -0.24745
C -2.84134 2.42752 -1.52733
C -3.01517 1.49198 -2.81836
C -1.65003 0.92844 -3.42692
C -0.65955 0.29925 -2.30126
C 0.61790 -0.27386 -3.08808
B 2.01091 0.52686 -2.73580
C 3.34750 -0.40314 -2.68145
C 4.72814 0.40598 -2.63324
C 5.93821 -0.64222 -2.86959
O 5.87224 -1.84916 -2.57280
O 7.16352 -0.22721 -3.49541
C 1.95261 2.12147 -2.43784
Br 2.58446 2.38854 -0.53805
C 2.80363 3.03571 -3.44129
C 2.20553 4.52664 -3.46287
H 2.02280 -0.23524 5.38683
H 2.39393 1.41332 6.17335
H 3.27980 -0.11168 6.71693
H 1.47308 0.28997 8.46594
H 0.95707 -1.18193 7.42169
H -0.13199 1.81883 7.08216
H -1.05424 0.40629 7.91136
H -0.40758 0.90934 4.81341
H -0.31642 -0.80269 5.46320
H -2.68083 -0.88325 6.16586
H -2.92702 0.97310 6.03064
H -1.82500 -0.09447 3.42652
H -3.18929 -1.24835 3.85155
H -4.78536 0.87888 4.24866
H -4.34188 0.47361 2.51229
H -2.34501 2.39710 4.15107
H -4.04454 3.00638 3.91102
H -2.05912 3.60714 2.13559
H -3.75874 3.40765 1.49900
H -1.34880 2.09381 0.54613
H -2.10749 0.71411 1.47274
H -4.42743 1.98913 0.00610
H -3.48711 0.51331 -0.52695
H -3.56592 3.31478 -1.66371
H -1.80860 2.88681 -1.40491
H -3.78424 0.64943 -2.66279
H -3.48242 2.15778 -3.63875
H -1.02242 1.70327 -3.98505
H -1.91962 0.03461 -4.10318
H -0.38907 1.05826 -1.48891
H -1.21423 -0.54920 -1.75283
H 0.74686 -1.36781 -2.74221
H 0.40132 -0.28624 -4.21193
H 3.36057 -1.00133 -3.67047
H 3.34459 -1.16935 -1.83914
H 4.76126 1.08975 -3.56126
H 4.87980 1.01170 -1.67993
H 6.97593 0.62246 -3.94767
H 0.88405 2.55084 -2.44150
H 3.85483 3.13051 -2.97636
H 2.96623 2.58459 -4.47506
H 1.27171 4.57496 -4.12214
H 2.95842 5.28181 -3.84976
H 1.86397 4.79245 -2.39836
Cl 0.77155 -3.82019 1.30296
C 2.13929 -3.30461 0.30566
Cl 2.11728 -4.13684 -1.25614
Cl 2.11821 -1.54990 0.07761
H 3.05924 -3.57035 0.82169
Cl 1.00580 -8.42242 -2.28184
C 2.36440 -7.89670 -3.28524
Cl 2.33696 -8.71954 -4.85091
Cl 2.33050 -6.14138 -3.51064
H 3.28864 -8.15882 -2.77523
Cl -2.90727 -5.45635 -1.07627
C -1.55797 -4.92379 -2.09012
Cl -1.60443 -5.72960 -3.66414
Cl -1.58701 -3.16677 -2.29033
H -0.62849 -5.19610 -1.59349
Cl -0.64617 -6.96336 -6.31696
C 0.70448 -6.42836 -7.32597
Cl 0.66365 -7.23456 -8.89993
Cl 0.67186 -4.67073 -7.52668
H 1.63244 -6.69891 -6.82657
Cl -2.28209 5.27663 4.23020
C -0.52689 5.08699 4.40021
Cl -0.06580 5.10700 6.10831
Cl 0.03338 3.59605 3.62884
H -0.04371 5.92657 3.90564
Cl -3.42574 3.17483 8.10364
C -4.73641 4.28757 7.68920
Cl -4.31637 5.94113 8.15774
Cl -5.11107 4.21083 5.96046
H -5.62353 3.98952 8.24363
Cl 4.66223 -8.45698 -10.99861
C 3.58631 -7.49690 -12.02351
Cl 1.97341 -8.22139 -12.08261
Cl 3.49780 -5.82884 -11.44121
H 3.99367 -7.48625 -13.03187
Cl -4.73798 0.60155 10.38492
C -3.31540 0.72246 11.42991
Cl -1.90438 1.25401 10.50364
Cl -3.62613 1.82518 12.77796
H -3.10542 -0.26421 11.83648
Cl 0.94326 3.13013 -6.48594
C 2.02531 4.17061 -7.42334
Cl 3.12284 5.06449 -6.35754
Cl 2.94124 3.21388 -8.59573
H 1.41835 4.88974 -7.96872

***

No. 3
99
Properties=species:S:1:pos:R:3 method="wB97M-V/def2-TZVPD" energy_ev=-205944.519 molar_mass_g_mol=805.56 e_homo_ev=-9.19 lumo_energy_ev=-1.314 homo_lumo_gap_ev=7.881
C -3.79199 -1.45905 1.08516
C -2.78358 -1.47634 0.00090
Br -1.46279 -2.85137 0.10024
C -2.70783 -0.62927 -1.01240
Br -3.99218 0.77155 -1.11697
C -1.72435 -0.66919 -2.09214
C -0.52912 -0.08192 -2.05334
P 0.04348 0.93383 -0.67211
O 0.35136 2.27721 -1.21432
C 0.37158 -0.27820 -3.22536
O 1.56099 -0.48202 -3.11843
C -0.35775 -0.28518 -4.51779
F 0.23002 0.27491 -5.56636
C -1.55523 -0.84293 -4.60005
C -2.38089 -0.91650 -5.83519
C -3.17650 0.39432 -6.07363
N -3.19298 1.22375 -4.85053
N -2.55830 1.13999 -7.14744
N -4.53390 0.03523 -6.52766
C -2.09520 -1.42162 -3.34384
O -2.76080 -2.43520 -3.31698
H -3.78278 -0.53407 1.63921
H -4.78540 -1.67558 0.72170
H -3.54501 -2.24090 1.78690
H -0.99966 1.03048 0.26433
H 1.16742 0.36613 -0.04729
H -3.11170 -1.70395 -5.75437
H -1.76598 -1.09181 -6.70179
H -3.45118 2.17307 -5.07382
H -3.86991 0.88637 -4.17921
H -1.55696 1.15948 -7.01695
H -2.88176 2.09630 -7.14096
H -5.06571 -0.24119 -5.71116
H -4.95763 0.89345 -6.85638
C 3.29916 4.66834 1.14198
C 3.81455 3.77690 2.26648
C 2.56913 2.97905 2.62155
O 1.81011 2.84867 1.41673
C 2.34158 3.73379 0.41514
H 4.08437 5.05172 0.49272
H 2.75451 5.51924 1.55870
H 4.59532 3.11172 1.88797
H 4.22010 4.32712 3.11451
H 1.95721 3.50763 3.36170
H 2.79868 1.98479 3.01007
H 2.86336 3.13354 -0.33505
H 1.52144 4.24986 -0.07489
C -5.90839 0.33496 5.93498
C -4.42141 0.41041 6.26981
C -3.83124 -0.58436 5.28297
O -4.67459 -0.55109 4.12308
C -5.87671 0.16469 4.42279
H -6.47497 1.21042 6.24815
H -6.35313 -0.54534 6.40428
H -4.04335 1.41542 6.06493
H -4.18681 0.16199 7.30297
H -3.83832 -1.59905 5.69131
H -2.80982 -0.33693 4.99355
H -5.83969 1.13508 3.91509
H -6.73147 -0.39370 4.03936
C 7.28720 -0.16751 0.36153
C 6.73805 -0.18796 1.78514
C 7.40980 1.03644 2.39151
O 7.58437 1.97148 1.32512
C 7.33615 1.32648 0.07254
H 6.67580 -0.71508 -0.35368
H 8.29473 -0.58899 0.34277
H 5.65358 -0.05427 1.76869
H 6.95928 -1.10424 2.33011
H 8.39513 0.78896 2.80121
H 6.81335 1.49869 3.17942
H 6.37854 1.68584 -0.32023
H 8.12231 1.59819 -0.63207
C 0.32792 0.55460 8.45771
C 0.80875 -0.89105 8.37314
C -0.50772 -1.65509 8.37803
O -1.46945 -0.80638 7.74374
C -0.92968 0.51093 7.60188
H 1.05537 1.28165 8.10083
H 0.07324 0.80509 9.48986
H 1.33657 -1.05522 7.43103
H 1.46880 -1.18346 9.18791
H -0.84541 -1.85907 9.39964
H -0.45256 -2.59998 7.83697
H -0.69562 0.67878 6.54439
H -1.67952 1.24065 7.90980
C 1.07086 -2.68264 -8.53767
C 1.52674 -3.38647 -7.26276
C 0.30865 -4.23667 -6.92991
O -0.30659 -4.56990 -8.17594
C 0.26113 -3.77642 -9.22082
H 1.88958 -2.31562 -9.15433
H 0.42633 -1.83586 -8.28819
H 2.38664 -4.02587 -7.47465
H 1.79974 -2.70546 -6.45780
H -0.41428 -3.67431 -6.32690
H 0.56333 -5.15302 -6.39686
H 0.90137 -4.41800 -9.83620
H -0.53983 -3.38390 -9.84786

***

no.,maximum force (eV/Å)
1,5.11
2,4.11
3,1.81